Entry 1:
Formula: C4H13NO2
Source: the Open Molecules 2025 dataset
Level of theory: wB97M-V/def2-TZVPD

Positions of all 20 atoms, in Å:
1 C 2.497 -0.228 -0.788
2 C 2.007 -0.777 0.566
3 C 0.488 -0.404 0.694
4 C 0.226 0.771 1.224
5 N -1.097 1.178 1.584
6 H 1.844 -0.458 -1.745
7 H 3.496 -0.483 -0.824
8 H 2.537 0.840 -0.652
9 H 2.214 -2.016 0.634
10 H 2.535 -0.339 1.458
11 H -0.225 -1.135 0.396
12 H 0.929 1.650 1.258
13 H -1.085 2.054 1.965
14 H -1.807 0.563 1.984
15 H -1.357 0.092 -2.470
16 H -0.431 -0.597 -1.629
17 O -0.880 -0.700 -2.478
18 H -4.683 -0.431 -0.454
19 H -3.165 0.061 -0.523
20 O -4.045 0.361 -0.200

Properties
Lowest unoccupied orbital energy (alpha / beta) in eV: 3.583 / 3.431
Expectation value of S²: 0.75
E_tot in Ha: -365.3225
Charge: -1
Spin multiplicity: 2
HOMO level (alpha / beta) in eV: 1.0 / -5.0
Orbital gap (alpha / beta) in eV: 2.60 / 8.39

***

Entry 2:
Formula: C4H13NO2
Source: the Open Molecules 2025 dataset
Level of theory: wB97M-V/def2-TZVPD

Positions of all 20 atoms, in Å:
1 C 1.117 0.602 0.099
2 N 0.468 -0.332 1.060
3 C -2.252 2.259 0.199
4 C -2.662 -0.036 1.153
5 C -2.688 1.348 1.133
6 H 1.198 1.558 0.627
7 H 0.514 0.722 -0.796
8 H 2.065 0.169 -0.182
9 H -0.498 -0.048 1.181
10 H -2.044 1.950 -0.818
11 H -2.461 3.306 0.369
12 H -3.117 -0.538 1.989
13 H -2.571 -0.535 0.196
14 H -2.995 1.805 2.077
15 H 2.685 -0.344 -2.846
16 H 2.405 -1.792 -1.391
17 O 1.955 -0.691 -2.323
18 H 3.464 -2.490 -0.407
19 H 0.467 -1.252 0.634
20 O 2.529 -2.491 -0.627

Properties
Lowest unoccupied orbital energy (alpha / beta) in eV: 3.456 / 1.988
Expectation value of S²: 0.79
E_tot in Ha: -365.3500
Charge: -1
Spin multiplicity: 2
HOMO level (alpha / beta) in eV: -3.3 / -3.3
Orbital gap (alpha / beta) in eV: 6.78 / 5.31

***

Entry 3:
Formula: C4H13NO2
Source: the Open Molecules 2025 dataset
Level of theory: wB97M-V/def2-TZVPD

Positions of all 20 atoms, in Å:
1 C -1.526 -0.358 -0.573
2 C -0.516 0.431 -0.208
3 C -0.083 1.650 -1.008
4 N 0.184 0.289 0.994
5 C 0.175 1.337 2.002
6 H -1.926 -0.315 -1.574
7 H -1.828 -1.114 0.118
8 H -0.884 2.386 -1.052
9 H 0.319 1.460 -2.003
10 H 0.745 2.108 -0.466
11 H 0.072 -0.619 1.423
12 H 1.146 1.384 2.488
13 H -0.538 1.090 2.800
14 H -0.184 2.306 1.665
15 O 1.073 -1.599 -1.720
16 H 0.926 -0.859 -1.122
17 H 0.931 -1.182 -2.573
18 O 0.506 -3.066 0.564
19 H 1.396 -2.799 0.313
20 H 0.013 -2.530 -0.069

Properties
Lowest unoccupied orbital energy in eV: 0.722
E_tot in Ha: -365.3972
SMILES string: C=C(C)NC.O.O
HOMO level in eV: -8.6
Orbital gap in eV: 9.28

***

Entry 4:
Formula: C4H13NO2
Source: the Open Molecules 2025 dataset
Level of theory: wB97M-V/def2-TZVPD

Positions of all 20 atoms, in Å:
1 C 1.451 -2.273 0.096
2 N 0.629 -1.109 0.003
3 C 0.332 -0.221 1.130
4 C 0.714 1.241 0.953
5 C -0.190 2.082 0.057
6 O -0.163 1.664 -1.305
7 H 1.616 -2.743 -0.856
8 H 2.411 -2.042 0.525
9 H 1.086 -3.037 0.801
10 H -0.031 -1.090 -0.768
11 H -0.720 -0.337 1.434
12 H 0.971 -0.647 1.915
13 H 0.778 1.683 1.942
14 H 1.726 1.374 0.563
15 H 0.015 3.150 0.014
16 H -1.221 2.000 0.431
17 H -0.507 0.765 -1.386
18 O -2.607 -0.134 -1.981
19 H -2.924 -0.674 -1.255
20 H -3.363 0.352 -2.313

Properties
Lowest unoccupied orbital energy in eV: 0.576
E_tot in Ha: -365.3975
SMILES string: CNCCCO.O
HOMO level in eV: -8.1
Orbital gap in eV: 8.72

***

Entry 5:
Formula: C4H13NO2
Source: the Open Molecules 2025 dataset
Level of theory: wB97M-V/def2-TZVPD

Positions of all 20 atoms, in Å:
1 C -0.734 0.133 0.136
2 C 0.217 -0.496 1.120
3 C 0.496 -1.968 0.746
4 N -0.159 -2.146 -0.605
5 C -1.185 -1.065 -0.794
6 H -0.299 0.832 -0.587
7 H -1.568 0.646 0.602
8 H 1.169 0.015 1.268
9 H -0.287 -0.631 2.096
10 H 1.540 -2.183 0.563
11 H 0.108 -2.734 1.410
12 H 0.590 -2.063 -1.280
13 H -1.308 -0.783 -1.823
14 H -2.028 -1.545 -0.290
15 O 1.893 1.570 -0.729
16 H 2.338 2.125 -1.376
17 H 2.347 1.819 0.079
18 O -1.032 3.014 0.188
19 H -1.759 2.564 -0.244
20 H -0.340 2.898 -0.480

Properties
Lowest unoccupied orbital energy in eV: 0.416
E_tot in Ha: -365.3963
SMILES string: C1CCNC1.O.O
HOMO level in eV: -8.5
Orbital gap in eV: 8.89

***

Entry 6:
Formula: C4H13NO2
Source: the Open Molecules 2025 dataset
Level of theory: wB97M-V/def2-TZVPD

Positions of all 20 atoms, in Å:
1 C 0.644 -1.280 1.312
2 N 0.987 -0.809 0.191
3 C 0.334 0.354 -0.366
4 C -0.114 0.073 -1.774
5 C -1.245 1.062 -2.202
6 H 0.107 -0.783 2.125
7 H 1.107 -2.198 1.666
8 H -0.482 0.718 0.283
9 H 1.109 1.123 -0.236
10 H 0.688 0.076 -2.527
11 H -0.308 -0.979 -2.052
12 H -1.453 0.915 -3.257
13 H -2.115 0.711 -1.648
14 H -0.936 2.060 -1.912
15 O 2.440 1.187 1.920
16 H 2.727 0.322 2.134
17 H 3.247 1.693 1.744
18 O -2.845 -1.014 0.503
19 H -2.818 -0.127 0.917
20 H -1.989 -1.224 0.166

Properties
Lowest unoccupied orbital energy in eV: 0.708
E_tot in Ha: -365.3783
SMILES string: C=NCCC.O.O
HOMO level in eV: -9.7
Orbital gap in eV: 10.37

***

Entry 7:
Formula: C4H13NO2
Source: the Open Molecules 2025 dataset
Level of theory: wB97M-V/def2-TZVPD

Positions of all 20 atoms, in Å:
1 C 1.427 -0.989 -0.641
2 N 0.227 -0.917 0.207
3 C -0.862 -0.022 -0.264
4 C -1.332 -0.260 -1.706
5 C -0.630 1.423 0.084
6 O -0.867 1.732 1.464
7 H 1.821 -1.994 -0.530
8 H 2.161 -0.265 -0.295
9 H 1.238 -0.767 -1.693
10 H -0.143 -1.855 0.322
11 H -1.686 -0.467 0.319
12 H -2.386 -0.035 -1.839
13 H -1.089 -1.251 -2.073
14 H -0.815 0.458 -2.360
15 H 0.341 1.842 -0.187
16 H -1.399 2.016 -0.428
17 H -0.947 0.912 1.952
18 O 1.523 0.509 2.603
19 H 1.046 -0.203 2.157
20 H 2.371 0.133 2.909

Properties
Lowest unoccupied orbital energy in eV: 0.810
E_tot in Ha: -365.4038
SMILES string: CN[C@H](C)CO.O
HOMO level in eV: -9.4
Orbital gap in eV: 10.18

***

Entry 8:
Formula: C4H13NO2
Source: the Open Molecules 2025 dataset
Level of theory: wB97M-V/def2-TZVPD

Positions of all 20 atoms, in Å:
1 C -2.548 1.371 1.249
2 N -1.295 1.487 1.198
3 C -0.585 1.097 -0.010
4 C 0.776 1.788 0.020
5 C 1.450 1.580 -1.354
6 H -3.228 1.289 0.380
7 H -3.104 1.611 2.152
8 H -0.401 0.018 -0.003
9 H -1.139 1.306 -0.929
10 H 0.452 2.834 -0.048
11 H 1.448 1.362 0.751
12 H 0.807 1.649 -2.225
13 H 2.359 2.132 -1.520
14 H 1.664 0.505 -1.406
15 O -2.153 -4.943 1.245
16 H -2.752 -4.224 1.472
17 H -1.757 -4.665 0.407
18 O 3.334 -1.836 -0.134
19 H 3.701 -2.720 -0.238
20 H 2.971 -1.640 -1.006

Properties
Lowest unoccupied orbital energy in eV: 0.465
E_tot in Ha: -365.3760
SMILES string: C=NCCC.O.O
HOMO level in eV: -9.6
Orbital gap in eV: 10.11

***

Entry 9:
Formula: C4H13NO2
Source: the Open Molecules 2025 dataset
Level of theory: wB97M-V/def2-TZVPD

Positions of all 20 atoms, in Å:
1 C 0.223 -1.493 0.639
2 C -0.503 -1.051 -0.584
3 C -1.683 -1.824 -1.112
4 C 0.001 -0.083 -1.371
5 N 0.966 0.866 -1.063
6 H 0.320 -2.550 0.881
7 H 1.243 -1.097 0.634
8 H -0.241 -1.047 1.533
9 H -1.769 -1.735 -2.197
10 H -1.604 -2.876 -0.836
11 H -2.679 -1.497 -0.786
12 H -0.458 0.145 -2.326
13 H 1.400 1.236 -1.903
14 H 1.681 0.773 -0.364
15 O -0.676 1.757 1.499
16 H -0.492 1.299 0.648
17 H -1.625 1.836 1.452
18 O 2.240 2.367 1.489
19 H 1.866 1.770 2.116
20 H 1.792 3.206 1.650

Properties
Lowest unoccupied orbital energy in eV: 0.776
E_tot in Ha: -365.4150
SMILES string: CC(C)=CN.O.O
HOMO level in eV: -7.8
Orbital gap in eV: 8.60

***

Entry 10:
Formula: C4H13NO2
Source: the Open Molecules 2025 dataset
Level of theory: wB97M-V/def2-TZVPD

Positions of all 20 atoms, in Å:
1 C 1.253 1.099 -0.173
2 C 0.029 0.282 0.075
3 C -0.749 0.201 1.170
4 C -2.037 -0.549 1.193
5 N -0.608 1.076 2.251
6 H 2.241 0.683 -0.374
7 H 1.009 1.835 -0.951
8 H 1.485 1.767 0.674
9 H -0.432 -0.066 -0.849
10 H -2.169 -1.131 0.283
11 H -2.879 0.141 1.333
12 H -2.128 -1.232 2.038
13 H 0.223 1.616 2.321
14 H -1.409 1.410 2.750
15 O -0.939 -0.527 -3.249
16 H -1.455 -0.314 -4.010
17 H -0.139 -0.832 -3.647
18 O 3.215 -1.921 -0.514
19 H 2.401 -1.496 -0.768
20 H 3.087 -2.041 0.447

Properties
Lowest unoccupied orbital energy in eV: 0.711
E_tot in Ha: -365.4003
SMILES string: C/C=C(/C)N.O.O
HOMO level in eV: -7.6
Orbital gap in eV: 8.35